No. 1
36
Properties=species:S:1:pos:R:3:forces:R:3:lowdin_charge:R:1 method="wB97M-V/def2-TZVPD" spin_multiplicity=4 total_energy_ev=-49193.63655 e_lumo_ev="0.3 / -1.6" s_squared=3.799 homo_lumo_gap_ev="8.3 / 6.7"
C -0.48958 1.42655 -2.19147 0.5 -0.3 -1.3 -0.22
C -0.95308 0.06226 -2.31848 0.7 0.2 -1.5 -0.21
C 0.19284 -0.79574 -2.22341 -0.2 0.7 -1.0 -0.20
H -1.97805 -0.25139 -2.46754 0.2 0.0 0.2 0.12
C 1.36061 0.01357 -2.01613 -0.1 0.4 -0.9 -0.17
C 0.94180 1.39282 -2.00291 -0.2 -0.3 -1.4 -0.18
H 1.59804 2.24828 -1.93106 -0.2 -0.1 0.3 0.12
H -1.10128 2.31454 -2.23220 0.0 -0.1 0.2 0.12
H 0.18091 -1.87478 -2.32638 0.0 0.2 0.3 0.13
H 2.38054 -0.33620 -1.90334 -0.3 0.0 0.1 0.12
Tc -0.05309 0.39564 -0.41486 -0.3 -1.6 4.3 1.30
Cl -1.99945 1.22777 0.47673 -0.5 0.4 0.2 0.12
C -0.24392 -1.48285 2.58328 -0.3 -0.1 -0.9 -0.10
C 0.99903 -1.68431 1.90251 -0.8 0.0 -0.3 -0.09
C 0.74727 -1.80968 0.50662 -1.1 0.4 0.0 -0.19
H 1.97815 -1.76027 2.36445 -0.2 0.1 -0.1 0.10
C -0.70986 -1.67206 0.30515 1.2 0.0 0.5 -0.29
C -1.28557 -1.47758 1.64414 1.2 -0.4 0.2 -0.15
H -2.34817 -1.36938 1.83264 0.3 0.1 0.0 0.09
H -0.35897 -1.35031 3.65222 0.0 0.1 -0.2 0.10
H 1.45465 -2.17768 -0.23847 -0.3 0.1 0.4 0.09
H -1.25680 -2.12624 -0.52259 0.1 0.1 0.4 0.10
Cl 3.56881 5.21019 5.79420 0.2 0.2 0.4 0.68
C 2.80901 4.44020 4.46588 -0.6 -0.6 -1.1 -0.69
C 2.19642 5.21926 3.47093 0.0 -0.5 0.1 -0.09
C 1.59083 4.58509 2.38476 0.2 0.0 0.3 -0.01
C 1.59780 3.19004 2.28137 0.2 0.1 0.2 -0.13
C 2.18986 2.41613 3.28526 0.1 0.4 0.1 -0.01
C 2.80189 3.03832 4.37904 -0.2 0.3 -0.2 -0.09
C 1.00139 2.57827 1.05207 -0.3 0.4 -0.8 -0.57
O 0.49717 3.28864 0.17200 0.6 -0.9 0.9 0.00
O 1.08939 1.26093 0.98336 0.1 0.8 0.4 -0.23
H 2.19987 6.30390 3.54871 0.0 -0.2 0.0 0.10
H 1.11139 5.16485 1.59788 0.1 -0.2 0.2 0.12
H 2.17443 1.33032 3.20066 0.0 0.3 0.0 0.11
H 3.27566 2.45186 5.16215 -0.1 0.1 -0.1 0.10

***

No. 2
41
Properties=species:S:1:pos:R:3:forces:R:3:lowdin_charge:R:1 method="wB97M-V/def2-TZVPD" total_energy_ev=-37213.55893 charge=+3 e_lumo_ev=-14.7 homo_lumo_gap_ev=1.4
Al 0.68466 -1.88736 -1.23988 -0.1 0.0 0.0 0.99
C -5.00974 -1.46081 1.75985 -0.3 0.0 0.8 -0.68
O -3.98416 -1.50707 1.12391 0.8 0.0 -1.3 0.11
N -5.02972 -1.54139 3.08370 -0.2 -0.3 2.2 0.23
N -6.26328 -1.30569 1.30131 -1.3 0.0 -2.4 0.23
H -4.25893 -1.91662 3.61773 -0.1 0.2 -0.1 0.14
H -5.94804 -1.46294 3.49676 0.4 -0.1 0.6 0.13
H -7.09118 -1.01925 1.80395 0.4 0.0 0.4 0.14
H -6.42775 -1.40985 0.31025 0.2 0.1 0.0 0.14
C -0.63692 4.13409 -2.97181 -0.7 0.7 -2.9 -0.71
O -0.59293 2.93654 -3.04276 0.3 -3.1 -2.0 0.13
N -0.62415 4.61044 -1.79989 0.0 2.3 6.1 0.23
N -0.74868 5.10386 -3.90922 0.0 0.2 -1.3 0.24
H -0.68963 5.58835 -1.55595 0.2 -0.1 0.0 0.15
H -0.71215 3.91673 -1.07111 0.1 0.4 0.2 0.15
H -0.50645 6.04147 -3.62232 -0.1 -0.1 -0.3 0.13
H -0.88972 4.95084 -4.89755 0.2 -0.3 0.2 0.14
C 4.07225 -2.82864 4.30620 -1.2 1.1 -2.3 -0.76
O 3.66722 -2.36308 3.24472 -0.4 0.7 -0.8 0.11
N 3.79563 -2.43680 5.48354 -2.2 3.1 5.0 0.23
N 4.87838 -3.80321 4.40590 4.1 -5.3 -2.5 0.22
H 3.30958 -1.56747 5.65123 0.0 -0.2 0.1 0.15
H 4.35452 -2.85703 6.21235 -0.5 0.7 0.4 0.14
H 5.29229 -4.21753 5.22877 -0.1 0.4 -0.1 0.15
H 5.20683 -4.16047 3.52012 0.2 -0.3 0.2 0.15
C 0.51116 1.98844 3.65115 -0.3 -0.1 2.3 -0.72
O 0.21611 1.47640 2.62662 -2.0 -1.4 -3.0 0.11
N -0.23809 2.12043 4.79594 -1.5 -0.4 -0.1 0.20
N 1.71825 2.42643 3.87994 2.4 1.2 1.0 0.21
H 0.07619 2.68652 5.57109 -0.2 0.0 -0.2 0.12
H -1.23233 1.95219 4.73871 0.1 0.0 0.1 0.12
H 2.42393 2.40510 3.15769 0.0 0.2 0.4 0.14
H 1.76305 2.85297 4.79436 1.5 0.4 -0.6 0.12
C 0.87192 -2.25033 -7.48553 -1.8 -1.1 2.3 -0.75
O 0.29558 -2.41142 -6.41419 -0.9 -0.2 1.1 0.13
N 1.99394 -1.69187 -7.59995 6.1 3.0 0.2 0.23
N 0.44278 -2.63832 -8.63386 -3.4 -1.9 -3.8 0.25
H 2.60499 -1.53917 -6.81039 -0.2 0.1 -0.2 0.15
H 2.38882 -1.60525 -8.52552 0.3 0.2 0.4 0.15
H -0.47098 -3.06519 -8.68792 0.0 0.0 -0.1 0.15
H 0.78671 -2.24420 -9.49785 -0.1 -0.1 0.1 0.15

***

No. 3
54
Properties=species:S:1:pos:R:3:forces:R:3:lowdin_charge:R:1 method="wB97M-V/def2-TZVPD" total_energy_ev=-46064.67465 charge=-1 e_lumo_ev=2.3 homo_lumo_gap_ev=7.7
C 4.65164 0.61857 2.64542 -0.7 -0.3 -0.1 -0.06
N 4.52916 0.98333 1.21424 0.7 0.2 -0.1 -0.10
C 5.77804 0.67640 0.50512 -0.3 0.0 0.3 -0.09
B 4.13592 2.37177 1.01016 -0.2 -0.1 0.4 -0.56
O 5.10283 3.38507 0.99325 -0.2 -0.2 -0.6 0.13
C 2.64190 2.80685 0.68988 -0.1 -0.2 -0.3 -0.20
C 2.06481 1.93046 -0.45510 0.1 0.1 0.5 -0.13
C 1.46266 0.67070 0.13705 0.5 0.1 -0.1 -0.14
C 0.12959 0.99384 0.75420 -0.6 -0.2 -0.4 -0.33
C -0.47952 -0.14916 1.58872 -0.2 -0.3 -0.1 0.01
C 0.46037 -1.26154 1.91290 -0.8 0.6 -0.4 -0.49
O 1.35454 -1.26342 2.66218 1.4 -0.1 1.2 0.17
F 0.18479 -2.38631 1.23080 -0.3 -0.7 -0.5 0.10
C -0.95166 1.30175 -0.37345 -1.5 0.4 0.5 -0.63
O -0.60783 1.08893 -1.55102 -0.1 0.0 0.4 -0.02
O -2.07341 1.66687 0.10023 1.5 -0.5 -0.6 -0.04
O 0.17949 2.22442 1.56457 0.4 0.1 -0.2 -0.15
S 1.55970 2.75290 2.09940 -0.1 0.4 0.3 0.65
O 1.34058 4.10073 2.52824 -0.2 0.1 0.0 -0.27
O 2.07285 1.82614 3.06453 0.1 -0.3 0.1 -0.26
H 4.78834 1.47779 3.29947 0.2 0.1 0.1 0.09
H 5.47741 -0.07287 2.77917 0.2 0.0 -0.1 0.08
H 3.74976 0.11522 2.97550 -0.1 0.0 0.1 0.06
H 5.66354 0.85492 -0.56217 0.0 0.1 -0.2 0.08
H 5.98718 -0.38299 0.62372 0.1 -0.2 0.0 0.08
H 6.63132 1.24273 0.88742 0.2 0.1 0.0 0.08
H 5.51842 3.45242 0.12782 0.3 0.2 0.1 0.10
H 2.64288 3.84246 0.36774 -0.1 0.2 0.2 0.12
H 2.84076 1.66984 -1.17088 0.2 0.1 -0.1 0.12
H 1.29464 2.49533 -0.96462 -0.1 0.0 -0.3 0.12
H 1.31791 -0.06178 -0.64891 -0.3 -0.1 -0.1 0.14
H 2.18987 0.25801 0.83411 -0.1 -0.1 0.2 0.10
H -0.86814 0.22530 2.52915 0.0 0.3 0.1 0.15
H -1.31823 -0.56089 1.03911 -0.1 0.0 -0.1 0.11
C -4.25887 -4.36007 -1.91030 0.0 0.0 -0.1 -0.12
C -3.26089 -3.25516 -2.24803 0.0 -0.1 0.1 -0.27
C -3.03354 -2.26622 -1.10696 0.1 0.1 0.0 -0.23
C -4.27314 -1.48209 -0.67540 -0.1 -0.1 0.1 -0.23
C -4.93515 -0.66966 -1.78731 0.1 0.1 0.0 -0.27
C -3.99543 0.38639 -2.36009 -0.2 0.0 -0.1 -0.11
H -5.24869 -3.95494 -1.69478 0.0 0.0 0.0 0.06
H -4.36427 -5.05903 -2.74289 0.0 0.0 0.0 0.06
H -3.92843 -4.92745 -1.03720 0.0 0.0 0.0 0.07
H -3.59404 -2.72331 -3.14316 0.0 0.0 0.0 0.10
H -2.30148 -3.71229 -2.50591 0.0 0.0 0.0 0.10
H -2.24677 -1.56440 -1.39648 0.0 0.0 0.0 0.10
H -2.64555 -2.81100 -0.23886 0.0 0.0 0.0 0.11
H -3.97981 -0.79855 0.12646 0.0 0.1 0.0 0.11
H -5.01166 -2.16487 -0.23922 0.0 0.0 0.0 0.10
H -5.82210 -0.17996 -1.37358 0.0 0.0 0.0 0.10
H -5.29840 -1.32706 -2.58569 0.0 -0.1 0.0 0.09
H -3.64136 1.05249 -1.57220 0.1 0.0 0.0 0.06
H -4.49494 0.98862 -3.12374 0.0 0.0 0.0 0.06
H -3.11762 -0.06524 -2.82260 0.0 0.0 0.0 0.06

***

No. 4
7
Properties=species:S:1:pos:R:3:forces:R:3:lowdin_charge:R:1 method="wB97M-V/def2-TZVPD" total_energy_ev=-11271.49495 e_lumo_ev="-0.4 / -1.1" homo_lumo_gap_ev="9.7 / 7.6"
C 2.40648 1.31121 0.46728 -0.4 -0.1 -0.1 0.13
C -0.16824 -0.11867 0.15243 0.0 -0.3 0.0 -0.08
C -1.47729 -0.13269 -0.03537 0.3 0.0 0.0 -0.17
F 2.87928 0.66391 -0.50528 0.0 0.0 0.0 -0.01
F 0.62177 -1.17881 0.20849 -0.2 0.2 0.0 0.03
F -2.16394 -1.28955 -0.21122 0.2 0.1 0.1 0.00
H -2.09805 0.74460 -0.07633 0.1 0.1 0.0 0.10

***

No. 5
7
Properties=species:S:1:pos:R:3:forces:R:3:lowdin_charge:R:1 method="wB97M-V/def2-TZVPD" total_energy_ev=-7129.96556 e_lumo_ev=-0.3 homo_lumo_gap_ev=9.7
C 0.44976 0.43303 -0.77819 0.2 0.2 -0.3 -0.06
C 0.29747 1.61789 -1.11575 -0.4 3.4 -1.2 -0.20
N 0.52110 -1.74547 0.16893 0.8 3.0 -1.7 0.20
N 0.54224 -0.68641 -0.28168 -0.3 -5.0 1.9 -0.13
O 0.16444 2.73135 -1.49752 0.2 -1.8 0.7 0.14
H -1.02492 -0.87937 1.53058 -0.3 0.0 0.5 0.01
H -0.95009 -1.47103 1.97362 -0.2 0.2 0.1 0.04

***

No. 6
15
Properties=species:S:1:pos:R:3:forces:R:3:lowdin_charge:R:1 method="wB97M-V/def2-TZVPD" total_energy_ev=-19318.94987 e_lumo_ev=-0.1 homo_lumo_gap_ev=8.9
C -0.85871 -1.35816 -0.11219 1.3 -5.5 2.6 -0.34
C -1.27517 -0.04241 -0.45657 -2.1 -0.1 0.1 -0.22
C -0.52917 0.96348 -0.74370 -0.1 2.1 0.3 -0.78
C 0.82670 0.94186 -1.04389 5.8 -1.1 -0.3 -0.31
C 1.85473 0.92460 -0.12043 -0.2 0.3 1.2 -0.01
H 0.83055 -1.22226 1.66707 -5.3 -0.2 -0.9 0.17
H -1.14612 -0.16588 2.39433 1.6 -3.4 -3.3 0.22
H -1.69692 -2.17531 -0.27716 1.2 1.9 0.5 0.12
H 0.06136 -2.03373 -0.44500 -1.5 2.4 0.0 0.14
H -2.31290 0.06003 -0.19338 -0.4 0.6 -0.1 0.11
H 1.02781 1.00230 -2.16552 0.2 -0.5 1.5 0.14
H 1.76034 1.20503 1.09226 -0.4 -1.2 -3.5 0.12
H 2.93683 0.67432 -0.36538 -1.6 0.8 -0.1 0.06
N -0.60252 -1.41587 1.47212 3.1 2.7 2.0 -0.15
Cl -0.87681 2.64201 -0.70255 -1.8 1.1 0.0 0.72

***

No. 7
20
Properties=species:S:1:pos:R:3:forces:R:3:lowdin_charge:R:1 method="wB97M-V/def2-TZVPD" total_energy_ev=-40388.33461 e_lumo_ev=-1.8 homo_lumo_gap_ev=7.3
C -0.45800 0.27156 -2.35862 -0.2 -2.4 -1.3 -0.07
C -0.91767 1.46325 -1.74804 2.2 -0.3 3.9 -0.02
C 0.01563 -0.79480 -1.68620 -0.9 2.9 0.6 -0.10
C -0.54363 1.72579 -0.44929 -1.0 -0.2 -0.5 -0.01
C 0.11548 -0.76010 -0.21448 -1.8 2.0 -0.5 -0.52
C -0.02762 0.68276 0.36431 1.5 -1.5 2.6 -0.15
C 0.34274 0.84179 1.69506 -1.4 1.6 -3.0 0.07
N 0.27321 2.02313 2.55182 0.1 0.8 -0.3 -0.39
O 0.60303 1.86692 3.71219 0.0 -0.6 0.0 0.08
O -0.04787 3.11256 2.11198 -0.3 0.1 -0.5 0.06
O 1.42389 -3.06924 1.16496 1.0 0.3 1.7 -0.46
O 0.51678 -3.80967 -0.87186 -0.6 -1.1 1.0 -0.47
S 0.41763 -3.88132 0.58084 0.6 -0.2 -2.8 0.77
Cl -1.18503 -1.82995 0.46183 -1.3 0.9 0.3 0.69
H -0.56785 0.07290 -3.43712 0.1 0.7 0.5 0.12
H -1.34754 2.22183 -2.25134 -1.5 2.2 -2.0 0.07
H 0.37443 -1.60852 -2.19496 0.6 -2.0 -1.0 0.08
H -0.66586 2.59938 0.19321 -0.4 0.4 -1.1 0.11
H 0.96370 -1.27216 0.05312 2.2 -0.8 1.1 0.04
H 0.71454 0.14390 2.32260 1.1 -2.8 1.3 0.09